C3H12AgF2N7O11S3 | ωB97M-V with the def2-TZVPD basis set

The geometry in ORCA input format:
```
! RIJCOSX wB97M-V def2-TZVPD def2/J DEFGRID3
* xyz -1 2
Ag 6.82 9.98 5.71
S 4.64 9.39 4.18
O 6.03 9.79 3.69
O 3.61 10.25 3.64
O 4.44 7.99 4.02
O 4.81 9.67 5.61
N 8.78 11.04 5.89
S 9.02 12.10 4.74
O 8.94 11.60 3.42
O 9.99 13.06 5.22
F 7.55 12.95 4.90
S 10.01 10.56 6.84
O 9.88 11.14 8.11
O 11.28 10.54 6.18
F 9.47 9.10 6.90
C 6.26 13.03 8.04
O 5.74 12.41 7.11
N 7.26 12.51 8.89
N 5.91 14.35 8.53
H 7.86 11.72 8.57
H 7.88 13.21 9.29
H 5.45 15.01 7.93
H 6.72 14.71 9.00
C 6.97 5.80 5.76
O 6.65 6.43 6.79
N 7.88 4.76 5.77
N 6.59 6.06 4.49
H 8.19 4.44 4.89
H 8.41 4.46 6.57
H 5.85 6.72 4.37
H 7.06 5.67 3.66
C 6.43 8.72 8.58
O 6.97 9.65 8.02
N 5.11 8.47 8.54
N 7.06 7.95 9.48
H 4.71 9.04 7.79
H 4.81 7.47 8.53
H 6.75 6.99 9.65
H 8.02 8.03 9.28
*
```

Summary:
DFT total energy ... -2873.89421 Ha
Expectation value of S² ... 0.76
F_max ... 0.0690 Eh/bohr

Results of the Löwdin charge analysis, in e, for atoms 1 through 2: number 1, Ag, carries 1.038; number 2, S, carries 0.243